Record 1
2 unconnected molecules or ions with the total composition C4H7NO, computed with ωB97M-V/def2-TZVPD.

Geometry (Å):
C -2.185 0.091 0.250
C -0.688 -0.062 0.251
C -0.046 0.841 -0.460
O 0.334 1.727 -1.122
H -2.666 -0.889 0.207
H -2.487 0.652 -0.640
H -2.537 0.629 1.135
H -0.187 -0.819 0.838
C 2.284 -0.103 0.003
N 1.853 -0.965 -0.822
H 2.733 0.812 -0.392
H 2.197 -0.166 1.097
H 1.396 -1.747 -0.345

Summary:
Energy above the lowest of the compared OMol25 structures with the same formula, charge and spin, eV: 2.871
Strongest force on any atom, eV/A: 0.834
SMILES string: CC=C=O.C=N
Kohn-Sham gap, eV: 9.5

Results of the Löwdin charge analysis, in e, for atoms 1 through 2: -0.10 -0.17



Record 2
A single C4H7NO molecule at a distorted geometry, computed with ωB97M-V/def2-TZVPD.

Geometry (Å):
C -0.767 -0.579 1.208
C -0.226 -0.885 -0.165
N -0.552 0.122 -1.209
C 0.570 0.791 -1.434
C 1.245 1.437 -0.307
O 2.020 1.121 0.582
H -0.621 0.479 1.451
H -0.211 -1.166 1.944
H -1.831 -0.810 1.271
H -0.514 -1.854 -0.571
H -0.981 -0.260 -2.049
H 0.864 -0.896 -0.153
H 1.003 2.500 -0.568

Summary:
Energy above the lowest of the compared OMol25 structures with the same formula, charge and spin, eV: 4.036
Strongest force on any atom, eV/A: 1.254
Kohn-Sham gap, eV: 9.0

Results of the Löwdin charge analysis, in e, for atoms 1 through 2: -0.08 -0.25



Record 3
A molecular structure, C4H7NO at a distorted geometry, computed with ωB97M-V/def2-TZVPD.

Geometry (Å):
C 0.334 -0.549 2.084
N 0.394 0.192 0.266
C 0.693 0.811 -1.139
C -0.648 0.192 -1.594
C -0.734 -0.336 -0.155
O -1.462 -1.018 0.547
H 0.716 0.354 2.513
H -0.588 -0.903 2.598
H 1.023 -1.369 1.929
H 1.574 0.412 -1.657
H 0.725 1.907 -1.178
H -1.441 0.899 -1.860
H -0.585 -0.593 -2.355

Summary:
Energy above the lowest of the compared OMol25 structures with the same formula, charge and spin, eV: 4.141
Strongest force on any atom, eV/A: 1.561
Kohn-Sham gap, eV: 9.3

Results of the Löwdin charge analysis, in e, for atoms 1 through 2: 0.15 0.07



Record 4
2 unconnected molecules or ions with the total composition C4H7NO at a distorted geometry, computed with ωB97M-V/def2-TZVPD.

Geometry (Å):
C -1.657 0.026 0.100
C -0.512 -0.868 -0.659
C 0.340 -0.377 -1.828
C 0.822 0.778 2.010
N -0.463 0.060 0.495
O -2.777 0.350 0.194
H -0.351 -1.891 -0.409
H 1.166 0.302 -1.502
H -0.071 0.382 -2.600
H 0.710 -1.233 -2.230
H 1.421 1.488 1.565
H 0.079 1.114 2.562
H 1.293 -0.130 2.301

Summary:
Energy above the lowest of the compared OMol25 structures with the same formula, charge and spin, eV: 5.460
Strongest force on any atom, eV/A: 5.251
Kohn-Sham gap (spin up / spin down), eV: 8.0 / 8.0

Results of the Löwdin charge analysis, in e, for atoms 1 through 2: -0.51 -0.16



Record 5
2 unconnected molecules or ions with the total composition C4H7NO at a distorted geometry, computed with ωB97M-V/def2-TZVPD.

Geometry (Å):
C -1.286 0.020 1.373
C 0.133 -0.184 1.506
N 1.201 -0.205 1.958
O 2.412 -0.192 2.222
H -1.648 0.202 2.401
H -1.426 0.946 0.724
H -1.769 -0.856 0.948
C -0.204 0.232 -2.069
C 1.017 -0.102 -1.616
H -0.741 1.011 -1.624
H -0.727 -0.449 -2.905
H 1.508 0.452 -0.838
H 1.530 -0.874 -2.079

Summary:
Energy above the lowest of the compared OMol25 structures with the same formula, charge and spin, eV: 4.717
Strongest force on any atom, eV/A: 3.668
SMILES string: CC#[N+][O-].C=C
Kohn-Sham gap, eV: 10.1

Results of the Löwdin charge analysis, in e, for atoms 1 through 2: -0.06 -0.08



Record 6
2 unconnected molecules or ions with the total composition C4H7NO, computed with ωB97M-V/def2-TZVPD.

Geometry (Å):
C -1.747 0.652 -0.421
C -0.412 1.323 -0.259
C 1.542 -0.616 1.224
N 1.184 -1.254 0.182
C 0.695 -1.734 -0.833
O 0.428 1.400 -1.125
H -2.519 1.423 -0.539
H -1.733 0.001 -1.297
H -1.993 0.074 0.476
H -0.224 1.768 0.743
H 1.937 0.388 1.112
H 1.477 -1.094 2.195
H 1.365 -2.332 -1.459

Summary:
Energy above the lowest of the compared OMol25 structures with the same formula, charge and spin, eV: 3.822
Strongest force on any atom, eV/A: 0.620
Kohn-Sham gap, eV: 9.4

Results of the Löwdin charge analysis, in e, for atoms 1 through 2: -0.07 -0.37



Record 7
A single C4H7NO molecule at a distorted geometry, computed with ωB97M-V/def2-TZVPD.

Geometry (Å):
O -2.262 0.270 -1.609
C -1.853 0.241 -0.465
N -0.582 -0.001 -0.140
C 0.588 -0.115 -0.992
C 1.410 -0.209 0.337
C 0.108 0.010 1.130
H -2.473 0.403 0.438
H 0.560 -1.008 -1.634
H 0.751 0.759 -1.639
H 1.890 -1.192 0.444
H 2.001 0.634 0.628
H -0.001 0.983 1.658
H -0.137 -0.774 1.845

Summary:
Energy above the lowest of the compared OMol25 structures with the same formula, charge and spin, eV: 1.557
Strongest force on any atom, eV/A: 1.361
SMILES string: O=CN1CCC1
Kohn-Sham gap, eV: 10.2

Results of the Löwdin charge analysis, in e, for atoms 1 through 2: 0.02 -0.35



Record 8
A single C4H7NO molecule at a distorted geometry, computed with ωB97M-V/def2-TZVPD.

Geometry (Å):
C -1.730 -0.750 -0.089
O -0.528 -0.717 0.636
C 0.223 0.346 0.197
C 1.617 0.270 0.829
C 0.252 0.376 -1.480
N 0.534 0.632 -2.583
H -2.223 -1.699 0.140
H -1.395 -0.587 -1.146
H -2.385 0.088 0.191
H -0.292 1.300 0.391
H 1.722 0.808 1.785
H 1.894 -0.775 1.013
H 2.312 0.708 0.118

Summary:
Energy above the lowest of the compared OMol25 structures with the same formula, charge and spin, eV: 2.266
Strongest force on any atom, eV/A: 2.017
SMILES string: CO[C@@H](C)C#N
Kohn-Sham gap, eV: 11.7

Results of the Löwdin charge analysis, in e, for atoms 1 through 2: -0.09 -0.15



Record 9
A single C4H7NO molecule at a distorted geometry, computed with ωB97M-V/def2-TZVPD.

Geometry (Å):
C -1.482 -0.600 0.210
C -0.230 -0.150 -0.510
C 0.267 1.122 0.136
O 1.747 0.966 0.099
C 1.895 -0.381 -0.071
N 0.888 -1.086 -0.379
H -1.726 -1.601 -0.133
H -2.324 0.080 0.024
H -1.293 -0.611 1.290
H -0.430 -0.026 -1.586
H 0.040 1.144 1.203
H -0.234 1.991 -0.327
H 2.881 -0.830 0.057

Summary:
Energy above the lowest of the compared OMol25 structures with the same formula, charge and spin, eV: 1.298
Strongest force on any atom, eV/A: 1.302
SMILES string: C[C@H]1COC=N1
Kohn-Sham gap, eV: 10.8

Results of the Löwdin charge analysis, in e, for atoms 1 through 2: -0.07 -0.42



Record 10
A single C4H7NO molecule at a distorted geometry, computed with ωB97M-V/def2-TZVPD.

Geometry (Å):
O -1.553 -1.932 1.821
C -1.377 -1.148 0.881
N -0.089 -1.032 0.556
C 0.541 -0.247 -0.490
C 1.242 1.042 -0.154
C -0.052 1.084 -0.913
H -2.181 -0.603 0.380
H 0.069 -1.765 1.373
H 0.979 -0.830 -1.300
H 1.210 1.341 0.889
H 2.164 1.287 -0.674
H -0.021 1.348 -1.970
H -0.932 1.456 -0.398

Summary:
Energy above the lowest of the compared OMol25 structures with the same formula, charge and spin, eV: 2.442
Strongest force on any atom, eV/A: 3.120
SMILES string: O=CNC1CC1
Kohn-Sham gap, eV: 10.5

Results of the Löwdin charge analysis, in e, for atoms 1 through 2: -0.04 -0.37



Record 11
A molecular structure, C4H7NO at a distorted geometry, computed with ωB97M-V/def2-TZVPD.

Geometry (Å):
C 1.937 0.198 0.123
O 0.662 -0.200 0.616
C -0.367 -0.039 -0.224
C -1.545 -0.876 0.211
C -0.437 1.844 -0.519
N -1.439 1.654 0.092
H 1.886 1.230 -0.239
H 2.251 -0.468 -0.690
H 2.630 0.113 0.960
H -0.121 -0.166 -1.281
H -1.245 -1.925 0.109
H -1.796 -0.678 1.254
H -2.417 -0.684 -0.414

Summary:
Energy above the lowest of the compared OMol25 structures with the same formula, charge and spin, eV: 3.692
Strongest force on any atom, eV/A: 1.321
Kohn-Sham gap, eV: 11.4

Results of the Löwdin charge analysis, in e, for atoms 1 through 2: -0.07 -0.13



Record 12
A single C4H7NO molecule at a distorted geometry, computed with ωB97M-V/def2-TZVPD.

Geometry (Å):
C -1.352 -0.590 0.504
C -0.367 0.118 -0.837
C 0.603 1.252 -0.364
C 1.307 0.135 0.420
O 2.150 0.052 1.279
N 0.582 -0.812 -0.205
H -2.186 -1.007 -0.016
H -1.031 -1.378 1.277
H -1.529 0.297 1.087
H -0.309 0.007 -1.964
H 1.294 1.640 -1.135
H 0.226 2.098 0.208
H 0.612 -1.811 -0.254

Summary:
Energy above the lowest of the compared OMol25 structures with the same formula, charge and spin, eV: 4.331
Strongest force on any atom, eV/A: 4.276
SMILES string: C[C@H]1CC(=O)N1
Kohn-Sham gap, eV: 9.3

Results of the Löwdin charge analysis, in e, for atoms 1 through 2: 0.01 -0.15